(1)
C52H51N5O9P2SY | ωB97M-V/def2-TZVPD

XYZ file:
```
121
Properties=species:S:1:pos:R:3:forces:R:3
Y 0.309 0.007 0.556 -0.1 0.9 -0.1
N 1.610 1.628 2.100 0.0 -0.2 0.1
C 1.479 1.100 3.463 0.0 0.0 -0.1
C -0.006 0.833 3.694 -0.2 -0.1 0.0
O -0.566 1.253 4.711 0.1 -0.1 0.0
N -0.561 0.163 2.669 -0.4 0.0 0.1
C -2.005 -0.002 2.738 -0.1 -0.1 0.1
C -2.686 0.089 1.369 0.0 0.0 -0.1
O -3.895 0.255 1.295 0.0 0.0 0.0
O -1.905 -0.061 0.334 -0.3 -0.1 0.1
H 1.184 2.544 2.034 0.0 0.1 -0.1
H 2.567 1.664 1.773 0.1 0.0 0.0
H 2.036 0.160 3.505 0.0 0.0 0.1
H 1.855 1.756 4.249 0.0 0.1 0.0
H -2.284 -0.985 3.144 0.0 0.0 0.0
H -2.462 0.728 3.404 0.0 0.1 0.0
O -0.022 2.289 -0.121 0.1 -0.1 -0.1
P 0.210 2.943 -1.448 -0.1 -0.1 0.0
C 1.529 2.104 -2.364 0.2 0.2 -0.1
P 1.031 0.454 -2.881 -0.4 -0.3 0.2
O 0.046 -0.152 -1.918 0.1 0.0 0.1
C 2.506 -0.514 -3.185 0.1 0.1 0.0
C 3.717 0.074 -3.532 0.0 0.0 0.0
C 4.840 -0.720 -3.728 -0.1 0.0 0.1
C 4.752 -2.093 -3.566 0.0 0.0 0.0
C 3.540 -2.682 -3.223 0.0 0.0 0.0
C 2.416 -1.895 -3.042 0.0 -0.1 0.0
C 0.214 0.648 -4.481 0.0 0.0 0.0
C -1.097 0.199 -4.602 0.0 0.0 0.0
C -1.764 0.336 -5.813 0.0 0.0 0.1
C -1.128 0.924 -6.896 0.0 0.0 0.0
C 0.182 1.373 -6.776 0.0 0.0 0.0
C 0.853 1.230 -5.573 0.1 0.0 0.0
C 0.774 4.645 -1.287 0.1 0.0 0.0
C 2.080 4.876 -0.852 0.0 0.0 0.0
C 2.534 6.169 -0.652 0.0 0.0 0.0
C 1.683 7.243 -0.879 0.0 0.0 0.0
C 0.380 7.021 -1.299 0.0 0.0 0.0
C -0.076 5.725 -1.501 -0.1 0.0 0.0
C -1.268 2.942 -2.460 0.0 0.0 0.0
C -2.361 2.222 -1.985 0.0 0.0 0.0
C -3.520 2.164 -2.752 0.0 0.0 0.0
C -3.578 2.805 -3.978 0.0 0.0 0.0
C -2.477 3.509 -4.460 0.0 0.0 0.0
C -1.323 3.578 -3.701 0.0 0.0 0.0
H 2.359 1.955 -1.664 0.1 0.0 0.0
H 1.864 2.708 -3.211 0.0 0.0 0.0
H 3.826 1.150 -3.596 0.0 0.0 0.0
H 5.787 -0.249 -3.953 0.0 0.0 0.0
H 5.635 -2.709 -3.676 0.0 0.0 0.0
H 3.498 -3.752 -3.054 0.0 0.0 0.0
H 1.474 -2.334 -2.724 0.0 0.0 0.0
H -1.586 -0.236 -3.739 0.0 0.0 0.0
H -2.787 -0.009 -5.900 0.0 0.0 0.0
H -1.653 1.033 -7.837 0.0 0.0 0.0
H 0.682 1.828 -7.622 0.0 0.0 0.0
H 1.884 1.564 -5.494 0.0 0.0 0.0
H 2.753 4.050 -0.661 0.0 0.0 0.0
H 3.550 6.333 -0.318 0.0 0.0 0.0
H 2.036 8.254 -0.724 0.0 0.0 0.0
H -0.288 7.856 -1.465 0.0 0.0 0.0
H -1.097 5.559 -1.820 0.0 0.0 0.0
H -2.305 1.686 -1.042 0.0 0.0 0.0
H -4.368 1.606 -2.377 0.0 0.0 0.0
H -4.483 2.754 -4.571 0.0 0.0 0.0
H -2.519 3.996 -5.426 0.0 0.0 0.0
H -0.465 4.126 -4.077 0.0 0.0 0.0
C 2.567 -0.088 -0.104 0.8 -0.2 -0.2
C 3.801 0.005 -0.109 0.1 0.0 0.5
C 5.218 0.153 -0.114 -0.2 0.2 -0.4
C 5.702 1.262 -0.907 0.0 0.0 0.0
C 6.914 1.283 -1.639 0.0 -0.1 0.0
C 7.240 2.329 -2.486 0.0 0.0 -0.1
C 6.402 3.428 -2.653 0.0 0.0 0.1
C 5.224 3.461 -1.907 0.1 0.0 0.0
C 4.900 2.420 -1.059 0.0 0.0 0.0
C 6.046 -0.799 0.570 0.1 -0.1 0.0
C 5.483 -1.949 1.175 0.0 0.0 0.0
C 6.244 -2.872 1.866 0.0 0.0 0.0
C 7.619 -2.714 2.010 0.0 0.0 0.0
C 8.195 -1.575 1.454 0.0 0.0 0.0
C 7.441 -0.644 0.762 0.0 0.0 0.0
H 7.573 0.425 -1.590 0.0 0.0 0.0
H 8.168 2.273 -3.047 0.0 0.0 0.0
H 6.667 4.240 -3.319 0.0 0.0 0.0
H 4.560 4.319 -1.975 0.1 0.0 0.0
H 4.001 2.464 -0.455 -0.1 0.0 0.0
H 4.413 -2.089 1.106 0.0 0.0 0.0
H 5.749 -3.734 2.304 0.0 0.0 0.0
H 8.214 -3.437 2.552 0.0 0.0 0.0
H 9.259 -1.397 1.571 0.0 0.0 0.0
H 7.937 0.243 0.392 0.0 0.0 0.1
C 3.414 -7.440 -5.360 0.0 0.0 0.0
C 2.409 -6.489 -4.727 0.0 0.1 -0.2
S 2.312 -6.781 -2.979 0.0 -0.1 0.0
O 1.898 -8.144 -2.754 0.0 0.0 0.0
O 3.534 -6.302 -2.379 0.0 0.0 0.0
C 0.993 -5.715 -2.460 -0.1 0.2 0.0
C 0.805 -5.794 -0.947 -0.1 0.1 0.1
N 0.164 -4.574 -0.457 0.1 0.1 0.0
C 0.850 -3.488 -0.023 -0.1 -0.1 0.0
N 0.023 -2.491 0.277 0.0 0.0 -0.1
C -1.243 -2.928 0.018 0.0 0.0 0.0
C -1.173 -4.207 -0.436 0.0 -0.1 0.0
N -2.255 -5.021 -0.887 0.3 0.3 -0.1
O -3.371 -4.601 -0.715 -0.5 0.2 0.2
O -1.994 -6.071 -1.452 0.3 -0.5 -0.2
C 2.325 -3.444 0.104 0.0 0.0 0.0
H 3.475 -7.237 -6.429 0.0 0.0 0.0
H 3.113 -8.477 -5.216 0.0 0.0 0.0
H 4.405 -7.299 -4.930 0.0 0.0 0.0
H 1.407 -6.619 -5.139 0.0 0.0 0.1
H 2.709 -5.446 -4.851 0.0 0.0 0.0
H 0.088 -6.007 -2.991 0.0 0.0 0.0
H 1.270 -4.696 -2.744 0.1 -0.1 0.0
H 1.765 -5.869 -0.440 0.0 0.0 0.0
H 0.202 -6.648 -0.671 0.0 -0.1 0.0
H -2.102 -2.286 0.135 0.0 -0.1 0.0
H 2.645 -3.895 1.047 0.0 0.0 0.0
H 2.637 -2.396 0.079 0.0 0.0 0.0
H 2.830 -3.969 -0.708 0.0 0.0 0.0
```
Positions in Å, forces in eV/Å.

Results
E_LUMO ... 1.291 eV
E_HOMO ... -2.7 eV
Frontier orbital gap ... 4.00 eV
Total charge ... -1

=====

(2)
C52H55N4O2S7SrTe | ωB97M-V/def2-TZVPD

XYZ file:
```
122
Properties=species:S:1:pos:R:3:forces:R:3
Sr 16.867 13.148 14.072 1.6 -0.9 -0.7
N 18.978 14.065 15.684 -1.4 -0.6 -0.1
S 18.791 13.349 16.969 2.5 -1.6 2.0
N 19.462 11.792 17.381 -0.6 2.5 -1.4
S 20.255 10.994 16.197 -1.7 2.6 -2.1
N 19.172 10.896 14.781 2.8 1.1 1.2
S 19.884 11.527 13.429 0.1 -1.4 -1.3
N 19.177 12.544 12.661 -0.5 1.5 0.7
C 21.898 11.735 13.163 -2.7 2.0 1.9
C 22.629 12.897 13.473 -3.5 -1.9 0.0
C 23.846 13.019 12.979 4.0 2.6 1.2
C 24.518 12.082 12.171 -2.0 -0.1 1.9
C 23.790 10.967 11.976 0.2 -2.3 -1.1
C 22.480 10.843 12.426 -0.3 -5.3 -3.4
C 19.768 10.055 12.368 -1.0 -1.9 3.2
C 19.250 8.785 12.850 0.6 3.4 0.8
C 19.092 7.739 11.981 -0.9 1.5 0.7
C 19.296 8.012 10.660 2.7 -1.6 -1.3
C 19.993 9.190 10.289 -1.8 -3.1 -5.1
C 20.157 10.228 11.082 -0.4 1.8 0.0
C 23.870 9.900 16.467 -3.2 -0.9 6.3
C 23.542 10.837 17.523 0.0 -1.9 4.1
C 24.114 12.041 17.831 0.5 2.5 -2.0
C 24.938 12.680 16.666 -2.7 -1.4 6.1
C 24.773 11.919 15.497 5.8 9.3 0.4
C 24.246 10.737 15.555 -0.8 -5.5 -8.9
C 19.787 9.551 16.875 3.7 -6.1 -0.4
C 18.502 9.156 17.074 -0.2 2.2 0.5
C 18.191 7.906 17.464 -1.8 -4.3 0.5
C 19.084 6.811 17.633 3.0 2.9 -0.2
C 20.408 7.245 17.312 0.0 -0.9 1.1
C 20.823 8.481 16.882 -2.2 2.8 -1.8
C 19.640 14.318 18.230 2.0 -1.8 1.3
C 19.427 15.605 18.590 -1.5 2.3 2.5
C 20.111 16.186 19.711 1.8 0.9 0.7
C 21.277 15.612 20.409 -3.1 -1.5 -3.8
C 21.480 14.253 19.963 -1.6 3.5 0.4
C 20.649 13.681 18.983 0.6 2.9 1.3
C 17.264 12.876 17.834 1.9 0.4 -5.2
C 16.543 12.234 16.838 -3.3 -1.0 -0.5
C 15.194 11.890 17.294 2.1 1.5 -1.1
C 14.796 12.398 18.480 -2.7 0.0 0.8
C 15.596 13.025 19.347 3.0 0.8 4.9
C 16.966 13.278 19.044 -4.5 -0.9 1.7
H 22.105 13.437 14.193 0.1 1.9 1.1
H 24.502 13.713 13.609 -1.0 -0.3 -1.7
H 25.512 11.878 12.383 2.3 0.6 -0.7
H 24.242 10.014 11.620 -0.2 0.9 -0.1
H 21.902 9.905 12.038 1.8 1.7 1.4
H 18.855 8.747 13.893 0.8 0.0 -0.9
H 18.620 6.930 12.466 -0.3 -1.5 -0.4
H 19.373 7.133 9.979 -0.7 0.9 0.1
H 20.172 9.287 9.147 0.0 -0.1 2.0
H 20.505 11.156 10.651 0.1 0.1 0.5
H 23.019 10.579 18.502 -0.2 -0.8 -1.2
H 23.727 12.526 18.857 1.5 -0.6 -2.5
H 25.473 13.528 17.231 -0.2 -0.8 -2.6
H 25.415 12.606 14.734 -1.8 -2.9 0.7
H 23.983 10.025 14.614 1.7 2.6 0.3
H 17.781 9.960 17.007 -0.5 -0.2 -0.1
H 17.149 7.614 17.516 -0.3 0.5 0.3
H 19.088 5.814 18.124 -1.2 0.9 -0.6
H 21.274 6.688 17.589 0.3 -1.4 -0.3
H 21.793 8.631 16.299 -0.7 0.1 1.8
H 18.473 16.142 18.352 1.1 -0.4 -0.5
H 19.779 17.211 20.031 0.3 -1.1 -0.4
H 21.903 16.112 21.129 -0.3 0.1 0.2
H 22.123 13.696 20.586 0.8 -1.1 0.0
H 20.781 12.699 19.082 0.1 -4.0 -1.1
H 17.164 12.186 11.391 -2.6 1.3 1.2
H 14.301 11.530 16.812 0.5 -0.8 -1.4
H 13.726 12.379 18.679 -0.1 -0.4 0.5
H 15.425 13.081 20.516 -0.6 0.3 -2.6
H 17.551 13.566 19.829 1.9 1.1 1.5
C 20.923 13.312 8.731 -3.6 -0.5 0.4
C 20.013 14.488 8.240 0.3 -1.3 -1.9
S 18.244 14.331 8.580 -0.6 0.0 0.0
C 17.958 14.770 10.330 1.5 -2.1 1.6
C 18.173 16.247 10.608 -1.7 0.1 -1.8
S 19.751 16.956 10.389 1.5 2.0 -0.9
C 21.063 16.150 11.251 0.7 -2.2 1.9
C 22.015 15.292 10.396 1.0 -2.2 1.6
S 21.625 13.413 10.393 0.1 1.5 -0.4
H 21.581 13.136 7.948 2.0 -0.2 -1.1
H 20.202 12.398 8.628 1.3 1.3 0.7
H 20.112 14.420 7.079 -0.6 0.2 1.8
H 20.320 15.485 8.472 0.3 0.3 0.3
H 18.607 14.006 11.005 -1.1 2.0 -1.3
H 16.934 14.428 10.628 0.6 0.2 -0.6
H 17.802 16.573 11.583 -0.5 -0.1 -0.2
H 17.664 16.807 9.666 0.6 -0.9 2.5
H 20.671 15.533 12.115 0.1 0.3 -1.0
H 21.695 16.830 11.810 -0.1 0.8 -0.2
H 23.130 15.353 10.607 -1.5 0.2 0.3
H 21.931 15.459 9.380 -0.1 1.0 -1.9
S 18.202 17.869 14.892 -0.5 -1.2 0.3
C 19.119 19.021 14.604 0.7 1.1 -0.3
O 21.647 15.305 15.972 -0.9 -0.8 -0.2
H 22.222 14.973 16.655 0.6 -0.1 0.4
H 20.936 14.607 15.960 0.3 1.1 -0.4
O 16.291 12.624 11.759 2.1 -1.0 -0.2
C 11.419 16.867 10.669 -2.0 -5.0 1.9
C 12.110 16.660 12.065 0.9 3.4 -2.2
C 11.904 15.579 12.842 2.3 0.7 1.3
C 12.837 15.437 13.944 -2.1 -1.1 -0.9
C 12.601 14.198 14.743 -4.7 1.9 4.0
C 13.833 16.342 14.252 -0.4 0.7 0.5
Te 15.231 15.811 15.754 0.0 0.1 0.0
C 13.853 17.619 13.627 -2.9 -2.9 -2.3
C 14.688 18.731 13.847 1.6 3.8 0.2
C 13.071 17.686 12.459 -1.7 -2.3 1.1
H 10.306 16.929 10.663 0.4 0.0 0.9
H 11.527 15.875 10.105 0.2 1.2 0.6
H 11.624 17.578 9.984 1.9 2.8 -1.6
H 11.190 14.837 12.569 -0.3 -0.5 0.2
H 12.882 14.334 15.888 -0.7 -0.6 -2.4
H 12.958 13.356 14.348 2.0 -3.4 -1.4
H 11.177 13.752 14.728 4.1 1.8 0.2
H 14.857 19.223 14.824 -1.1 -0.4 0.0
H 14.409 19.537 13.076 0.8 -1.0 1.3
H 15.686 18.408 13.707 1.4 -0.1 -0.9
H 13.038 18.564 11.873 0.3 0.9 -0.5
```
Positions in Å, forces in eV/Å.

Results
Spin multiplicity ... 2
E_LUMO (alpha / beta) ... 3.122 / 0.878 eV
E_HOMO (alpha / beta) ... -1.3 / -1.3 eV
Frontier orbital gap (alpha / beta) ... 4.39 / 2.14 eV
Total charge ... -2